No. 1
Molecular formula: CH10O3S
Method: DFT, the ωB97M-V functional and the def2-TZVPD basis

Each line ends with the natural charge from an NBO analysis.
Cartesian coordinates (Å):
C: -0.26 0.77 -1.43  -0.8317
S: -1.24 -0.69 -1.45  0.4484
H: 0.81 0.52 -1.54  0.3530
H: -0.46 1.37 -0.56  0.2773
H: -0.55 1.30 -2.36  0.2999
H: -1.14 -3.57 -0.22  0.0273
H: -0.70 -3.27 -0.71  -0.0239
H: 2.72 1.11 0.10  0.4697
O: 1.78 0.93 -0.01  -0.9795
H: -0.47 -0.32 1.39  0.5112
H: -1.28 -0.95 0.38  0.3959
O: -0.90 -1.20 1.24  -0.8379
H: 1.07 1.25 0.88  0.4863
H: 0.45 1.51 2.59  0.4706
O: 0.20 1.24 1.71  -1.0664

Summary:
Orbital gap, eV: 4.656
E_LUMO, eV: -4.77
Energy above the lowest of the compared OMol25 structures with the same formula, charge and spin, kJ/mol: 683.8

---

No. 2
Molecular formula: C20H21F2N3O3
Method: DFT, the ωB97M-V functional and the def2-TZVPD basis

Each line ends with the natural charge from an NBO analysis.
Cartesian coordinates (Å):
C: -4.09 -3.67 0.06  -0.6169
C: -3.56 -2.31 -0.37  -0.0796
H: -3.11 -2.39 -1.36  0.1564
O: -4.65 -1.40 -0.40  -0.5524
C: -4.30 -0.04 -0.43  0.3720
O: -3.51 0.36 0.64  -0.5486
C: -4.19 0.67 1.84  -0.0525
C: -4.75 -0.55 2.57  -0.6436
H: -5.25 -0.24 3.48  0.2127
H: -5.46 -1.07 1.94  0.2216
H: -3.94 -1.24 2.83  0.2056
H: -3.44 1.17 2.46  0.1900
H: -5.00 1.38 1.63  0.1647
C: -3.57 0.38 -1.74  -0.2737
N: -2.14 0.41 -1.59  -0.6139
C: -1.50 1.59 -1.36  0.6812
O: -2.04 2.67 -1.50  -0.6161
C: -0.07 1.45 -0.97  -0.1511
C: 0.45 2.40 -0.10  -0.1527
C: 1.78 2.28 0.27  0.0780
N: 2.55 3.06 1.10  -0.4328
C: 3.73 2.54 1.09  0.2275
N: 3.84 1.42 0.31  -0.3922
C: 2.58 1.22 -0.23  0.1742
C: 2.07 0.30 -1.14  -0.2681
C: 0.74 0.43 -1.49  -0.1912
H: 0.33 -0.26 -2.21  0.2172
H: 2.69 -0.47 -1.58  0.2220
C: 4.98 0.63 0.15  0.1616
C: 4.88 -0.75 0.12  -0.2885
C: 6.02 -1.52 -0.04  0.3513
C: 7.27 -0.91 -0.16  0.3198
C: 7.37 0.47 -0.12  -0.2434
C: 6.23 1.24 0.03  -0.2273
H: 6.30 2.32 0.04  0.2288
H: 8.34 0.93 -0.22  0.2399
F: 8.37 -1.65 -0.32  -0.3016
F: 5.92 -2.85 -0.07  -0.3007
H: 3.93 -1.25 0.24  0.2458
H: 4.56 2.92 1.66  0.2024
H: -0.16 3.20 0.26  0.2465
H: -1.70 -0.44 -1.25  0.3949
H: -3.86 -0.31 -2.54  0.2050
H: -3.87 1.39 -2.01  0.2474
H: -5.28 0.47 -0.40  0.1654
H: -2.81 -1.96 0.35  0.1789
H: -4.52 -3.61 1.06  0.2120
H: -4.87 -3.99 -0.62  0.2136
H: -3.29 -4.40 0.06  0.2104

Summary:
Structure (SMILES): CCOC(CNC(=O)c1ccc2c(c1)ncn2-c1ccc(F)c(F)c1)OCC
Orbital gap, eV: 9.263
E_LUMO, eV: 0.54
Energy above the lowest of the compared OMol25 structures with the same formula, charge and spin, kJ/mol: 139.2

---

No. 3
Molecular formula: C3H3Cl2NO3
Method: DFT, the ωB97M-V functional and the def2-TZVPD basis

Each line ends with the natural charge from an NBO analysis.
Cartesian coordinates (Å):
O: 2.29 -1.27 -0.36  -0.4677
C: 1.78 -0.25 -0.37  0.5622
Cl: 2.30 0.97 -1.59  -0.0735
C: 0.68 0.08 0.65  -0.3543
N: -0.40 0.94 0.12  -0.4285
Cl: -1.21 1.59 1.53  0.1327
C: -1.41 0.20 -0.59  0.8600
O: -2.38 0.75 -0.93  -0.5047
O: -1.28 -1.15 -0.83  -0.7155
H: 0.33 -0.88 1.05  0.2299
H: 1.15 0.60 1.50  0.2557
H: -1.85 -1.58 -0.17  0.5036

Summary:
Structure (SMILES): O=C(Cl)CN(Cl)C(=O)O
Orbital gap, eV: 10.425
E_LUMO, eV: -0.37
Energy above the lowest of the compared OMol25 structures with the same formula, charge and spin, kJ/mol: 0.0

---

No. 4
Molecular formula: C2H3IN4
Method: DFT, the ωB97M-V functional and the def2-TZVPD basis

Each line ends with the natural charge from an NBO analysis.
Cartesian coordinates (Å):
C: 0.09 -0.42 0.39  0.6070
C: -0.65 1.16 -0.97  0.2213
N: -1.11 0.05 0.86  -0.0288
N: -1.59 0.99 -0.03  -0.0806
N: 0.42 0.26 -0.82  -0.5783
N: 0.70 -1.28 1.20  -0.5409
I: -0.95 2.53 -2.42  0.9112
H: 1.22 -0.07 -1.40  0.5094
H: 0.17 -1.78 1.92  0.4954
H: 1.71 -1.43 1.26  0.4845

Summary:
Total charge: +2
Orbital gap (alpha / beta), eV: 6.285 / 6.285
E_LUMO (alpha / beta), eV: -13.86 / -13.86
Energy above the lowest of the compared OMol25 structures with the same formula, charge and spin, kJ/mol: 102.6

---

No. 5
Molecular formula: C2HF3N2O
Method: DFT, the ωB97M-V functional and the def2-TZVPD basis

Each line ends with the natural charge from an NBO analysis.
Cartesian coordinates (Å):
C: 0.27 0.97 -0.38  0.5777
C: 0.82 -0.33 0.13  0.3239
N: -1.21 0.87 -0.18  -0.2469
N: -1.43 -0.30 0.28  0.3373
O: -0.21 -1.16 0.31  -0.3517
F: 1.03 2.02 -0.54  -0.2437
F: 1.32 0.06 1.38  -0.3605
F: -2.28 -1.21 -0.49  -0.2381
H: 1.70 -0.91 -0.52  0.2020

Summary:
Structure (SMILES): FC1=NN(F)O[C@@H]1F
Orbital gap (alpha / beta), eV: 8.959 / 8.954
E_LUMO (alpha / beta), eV: -1.25 / -1.25
Energy above the lowest of the compared OMol25 structures with the same formula, charge and spin, kJ/mol: 426.9

---

No. 6
Molecular formula: C24H26FN3O4
Method: DFT, the ωB97M-V functional and the def2-TZVPD basis

Each line ends with the natural charge from an NBO analysis.
Cartesian coordinates (Å):
C: -7.38 -2.06 2.55  -0.6170
C: -6.33 -2.25 1.47  -0.0626
O: -5.15 -1.60 1.90  -0.4954
C: -4.05 -1.64 1.11  0.3144
C: -2.92 -0.97 1.60  -0.2409
C: -1.75 -0.95 0.88  -0.1962
C: -1.69 -1.60 -0.34  0.1606
C: -2.80 -2.25 -0.85  -0.1839
C: -3.98 -2.27 -0.13  -0.3109
H: -4.83 -2.79 -0.54  0.2205
H: -2.74 -2.74 -1.81  0.2199
N: -0.47 -1.57 -1.09  -0.5193
C: -0.34 -0.92 -2.31  0.6879
O: -1.24 -0.45 -2.95  -0.5620
C: 1.16 -0.84 -2.58  -0.1230
N: 1.73 0.38 -2.02  -0.6327
H: 1.60 0.37 -1.02  0.3608
C: 1.33 1.66 -2.57  -0.0530
C: 2.52 2.62 -2.43  -0.4062
H: 2.24 3.59 -2.85  0.2019
C: 2.92 2.77 -0.96  -0.2236
N: 1.77 2.61 -0.10  -0.4400
C: 1.67 1.71 0.91  0.6667
O: 0.59 1.38 1.38  -0.6382
C: 2.94 1.16 1.46  -0.1706
C: 3.03 -0.21 1.69  -0.1506
C: 4.16 -0.76 2.26  -0.2819
C: 5.20 0.09 2.62  0.4139
C: 5.12 1.46 2.43  -0.2887
C: 3.98 1.99 1.85  -0.1606
H: 3.90 3.06 1.72  0.2202
H: 5.94 2.09 2.75  0.2323
F: 6.31 -0.43 3.17  -0.3214
H: 4.25 -1.82 2.43  0.2375
H: 2.20 -0.86 1.43  0.2412
C: 0.55 3.14 -0.67  -0.2323
C: 0.11 2.30 -1.88  -0.4256
H: -0.44 2.93 -2.58  0.2190
H: -0.58 1.52 -1.54  0.2241
H: -0.22 3.14 0.10  0.2465
H: 0.75 4.18 -0.97  0.1924
H: 3.66 2.01 -0.70  0.2284
H: 3.37 3.75 -0.79  0.1949
H: 3.37 2.24 -3.00  0.2242
H: 1.10 1.51 -3.63  0.2147
C: 1.71 -2.02 -1.79  -0.5051
C: 0.69 -2.18 -0.67  0.7046
O: 0.84 -2.75 0.38  -0.5610
H: 1.73 -2.93 -2.38  0.2453
H: 2.71 -1.83 -1.39  0.2486
H: 1.38 -0.86 -3.65  0.2185
H: -0.89 -0.41 1.26  0.2527
H: -3.00 -0.48 2.55  0.2263
H: -6.68 -1.82 0.52  0.1716
H: -6.14 -3.32 1.32  0.1716
H: -8.31 -2.54 2.26  0.2123
H: -7.56 -0.99 2.70  0.2145
H: -7.03 -2.48 3.49  0.2147

Summary:
Structure (SMILES): CCOc1ccc(N2C(=O)C[C@H](NC3CCN(C(=O)c4ccc(F)cc4)CC3)C2=O)cc1
Orbital gap, eV: 9.114
E_LUMO, eV: 0.66
Energy above the lowest of the compared OMol25 structures with the same formula, charge and spin, kJ/mol: 86.1